A structure of composition C17H27BF4N8O3Pd, computed with ωB97M-V/def2-TZVPD.

Summary:
* F_max: 0.72 eV Å⁻¹
* relative energy (zero: lowest compared OMol25 entry of this formula, charge and spin): 21.82 kcal/mol
* electronic energy: -1880.14200 hartree

Structure (XYZ):
```
61
Properties=species:S:1:pos:R:3:forces:R:3
Pd 0.31239 0.01016 -0.47475 -0.32 -0.01 0.03
F 1.88024 -1.85357 0.87583 -0.06 0.01 -0.02
B 2.27017 -0.82678 1.77622 0.10 -0.03 0.00
F 3.05427 -1.31049 2.79074 -0.01 0.00 -0.01
F 2.94380 0.17810 1.03352 -0.06 0.03 -0.03
F 1.06919 -0.25653 2.28161 0.09 0.06 0.15
C -2.70079 1.55828 2.53524 -0.08 0.04 -0.02
N -1.91546 2.11707 1.44799 0.07 -0.22 -0.07
C -2.51042 2.00873 0.12796 -0.01 0.06 -0.01
C -0.56442 2.29427 1.56253 -0.18 0.21 0.15
N 0.21032 2.06313 0.53947 -0.02 -0.37 0.07
N -0.11891 2.76378 2.76358 0.08 -0.11 -0.09
C -0.89325 3.70205 3.55544 -0.02 0.05 0.01
C 1.30057 2.71708 3.06828 0.07 0.09 -0.03
H -3.12667 0.59803 2.23126 0.00 0.03 0.00
H -3.52722 2.21906 2.80979 0.01 0.01 0.01
H -2.07326 1.39548 3.40761 -0.01 -0.02 0.00
H -3.54454 2.34994 0.18916 -0.01 0.00 -0.01
H -2.50241 0.98254 -0.24998 -0.04 0.04 0.01
H -1.96692 2.63522 -0.57465 0.00 0.00 0.01
H 1.12477 2.46261 0.68738 0.09 -0.06 0.14
H -1.85358 3.89209 3.08438 0.04 0.02 0.02
H -0.35520 4.65090 3.63165 0.01 0.00 0.00
H -1.06068 3.32353 4.56656 0.00 0.00 0.00
H 1.74817 1.82306 2.64464 -0.02 0.01 0.03
H 1.42661 2.68318 4.15004 -0.02 -0.01 0.00
H 1.82709 3.60449 2.69437 -0.03 0.01 0.02
C 2.39416 -1.62944 -2.11809 -0.01 0.31 0.16
O 2.57727 -0.17422 -2.05275 0.06 0.02 -0.03
C 1.81546 0.62182 -1.41423 0.67 0.08 -0.26
C 2.23468 2.03584 -1.55170 -0.04 0.06 -0.07
H 1.49148 -1.81409 -2.68873 -0.05 -0.06 -0.02
H 2.33893 -2.01839 -1.10774 -0.03 -0.04 0.01
H 3.27930 -1.98239 -2.63400 -0.01 0.01 -0.02
H 2.93432 2.17137 -2.37398 -0.01 -0.07 0.01
H 2.72302 2.30790 -0.61284 0.03 0.02 0.00
H 1.35639 2.66464 -1.67792 0.00 0.06 0.03
O -4.11524 -3.12629 -4.58311 -0.06 0.01 0.01
C -4.43887 -3.90546 -3.44868 0.02 0.04 -0.02
N -3.63338 -3.38525 -2.37716 0.01 -0.04 -0.01
C -4.10063 -3.25089 -1.11485 0.03 0.07 0.11
O -5.20649 -3.61756 -0.76269 0.00 -0.03 -0.01
C -3.15925 -2.61246 -0.12760 -0.01 0.05 -0.25
C -3.33972 -2.86924 1.22216 -0.07 -0.05 0.12
C -2.49155 -2.27235 2.13275 0.05 0.04 -0.04
C -1.49970 -1.41994 1.67123 0.01 -0.10 -0.11
N -1.33441 -1.14983 0.37087 -0.23 0.05 0.06
C -2.15427 -1.74146 -0.51039 -0.05 -0.07 0.24
H -4.65342 -3.41623 -5.32594 0.02 -0.02 0.00
H -4.21003 -4.96128 -3.62906 0.01 0.00 -0.01
H -5.48388 -3.81186 -3.15181 0.00 0.01 0.02
H -2.68057 -3.14786 -2.59801 0.00 -0.02 -0.02
H -4.14284 -3.52724 1.52779 0.01 0.00 -0.01
H -2.58561 -2.45613 3.19343 0.02 0.01 0.01
H -0.80035 -0.94773 2.34099 0.04 0.04 0.05
H -1.99219 -1.47663 -1.54435 0.02 0.03 -0.06
N -0.38527 -0.27978 -2.46354 -0.15 -0.13 -0.39
C -0.62162 0.67798 -3.12076 0.11 -0.20 0.25
N -0.96510 1.69183 -3.79042 -0.05 0.16 -0.11
C -0.05060 2.39449 -4.45577 -0.06 -0.10 -0.02
N 0.69912 3.05020 -5.04093 0.03 0.04 0.02
```
Forces are in eV/Å.

---

A structure of composition C62H134AsF6N6O4 in a non-equilibrium geometry, computed with ωB97M-V/def2-TZVPD.

Summary:
* F_max: 3.90 eV Å⁻¹
* net charge: +3
* electronic energy: -5906.41748 hartree

Structure (XYZ):
```
213
Properties=species:S:1:pos:R:3:forces:R:3
C -0.19452 -14.19950 27.44610 -0.25 0.59 0.08
C -0.61533 -14.26729 25.97981 -0.38 -0.19 -0.10
C 0.47420 -14.67539 24.97119 0.54 -1.39 0.72
C -0.12193 -14.69481 23.58601 -0.70 1.52 0.16
N 0.90336 -14.71318 22.50632 -0.20 0.22 -0.62
C 0.21937 -14.69745 21.14354 -1.08 -0.87 0.56
C 1.32360 -15.17609 20.23422 1.09 1.62 -1.54
C 2.27723 -16.07039 21.05518 -1.50 -1.00 -0.22
C 1.70221 -15.98265 22.46249 1.16 -0.61 0.75
C 1.79209 -13.48957 22.56627 -0.59 0.20 0.57
H -1.02968 -14.01372 28.18245 0.64 -0.60 -1.00
H 0.45499 -13.32407 27.58483 0.36 -0.44 0.08
H 0.32468 -15.14654 27.64169 -0.02 0.44 0.54
H -1.05725 -13.34353 25.61297 0.14 0.52 0.14
H -1.46080 -14.93530 25.90740 -0.21 -0.62 -0.13
H 0.89439 -15.72280 25.13562 -0.48 1.26 0.37
H 1.32938 -13.98267 25.05177 -0.35 -0.21 -0.06
H -0.75644 -13.77978 23.48463 0.75 -0.41 -0.43
H -0.83935 -15.49657 23.42211 0.35 -0.42 0.04
H -0.27672 -13.68896 21.05614 0.71 -1.08 -0.41
H -0.55925 -15.52574 21.12379 0.57 1.19 0.52
H 1.94092 -14.33824 19.89562 -0.19 0.18 0.19
H 0.91806 -15.51139 19.27790 -0.03 -0.78 0.35
H 3.29234 -15.72292 21.09125 0.40 0.39 -0.43
H 2.28295 -17.12236 20.71375 0.02 0.49 0.20
H 2.55570 -16.05411 23.17423 -0.86 0.74 -0.04
H 1.04933 -16.80596 22.73463 -0.38 0.01 -0.23
H 2.38536 -13.32886 21.67603 0.28 -0.60 -0.31
H 2.38681 -13.57708 23.46567 0.42 0.17 -0.07
H 1.13990 -12.61414 22.61881 -0.10 -0.25 0.16
C 5.10337 -7.17244 20.33809 2.18 0.67 -1.43
C 3.71814 -7.04199 20.80764 -0.56 -0.57 2.39
C 2.78512 -6.71017 19.69374 -2.21 1.40 1.58
C 1.32343 -6.48688 20.21941 1.29 1.09 1.75
N 0.26623 -6.26325 19.22416 -0.76 -1.49 0.77
C 0.24351 -4.95250 18.54296 -0.48 0.62 0.86
C -1.15684 -4.93799 17.90860 -0.23 0.68 1.10
C -2.08965 -5.67665 18.90241 1.75 1.59 2.07
C -1.07386 -6.15250 19.98211 -0.17 -1.08 -1.83
C 0.26540 -7.50266 18.33081 -0.21 0.34 0.15
H 5.20453 -8.08166 19.78679 0.17 -0.65 -0.81
H 5.81525 -7.28057 21.13458 0.23 0.05 0.70
H 5.52805 -6.32424 19.69431 -0.97 -0.98 0.80
H 3.72862 -6.21697 21.53315 -0.43 -0.24 0.21
H 3.45110 -8.05035 21.36604 0.12 2.11 -1.04
H 2.70185 -7.55130 19.10951 0.20 -1.83 -1.95
H 3.15173 -5.85312 19.15241 0.09 0.26 -0.37
H 1.20330 -5.65995 20.96682 0.63 -0.24 -0.76
H 1.05402 -7.34706 20.83406 -0.21 -0.33 -0.40
H 1.09137 -4.84442 17.91390 0.60 0.08 -0.85
H 0.35515 -4.18117 19.39064 -0.33 -1.01 -1.36
H -1.30222 -5.39876 16.98387 0.78 -1.26 -1.60
H -1.43839 -3.95140 17.62678 -0.36 1.11 0.48
H -2.49721 -6.54542 18.47377 -1.10 -0.72 -0.59
H -2.80480 -5.02792 19.45569 0.13 -0.59 -0.88
H -1.29438 -7.16442 20.29962 -0.09 0.19 0.79
H -0.90712 -5.39161 20.71446 -0.01 0.05 0.77
H 0.51843 -8.40692 18.92707 -0.24 0.82 -0.34
H 0.98368 -7.33659 17.53879 0.18 -0.02 -0.10
H -0.72225 -7.61855 17.90250 -0.04 -0.09 -0.04
C 5.60819 -16.60974 18.13464 0.13 0.79 0.56
C 5.22843 -15.11420 18.08905 0.50 0.60 -0.83
C 4.26121 -14.70011 16.92605 0.88 -0.97 -0.95
C 4.46343 -13.25656 16.45637 0.59 -0.44 1.45
N 3.65320 -12.71306 15.32582 -0.52 -0.41 -1.45
C 3.84415 -11.19609 15.16782 -0.70 0.32 0.19
C 2.47272 -10.53254 15.68171 0.71 -0.45 1.37
C 1.71370 -11.68590 16.43539 0.86 -0.18 -0.63
C 2.14999 -12.83668 15.53761 -0.80 -1.26 -0.69
C 4.05276 -13.45172 14.05030 0.40 0.32 0.80
H 6.32624 -16.76167 18.97772 -0.48 -0.11 -0.79
H 6.00962 -16.97486 17.19171 0.43 0.23 -0.01
H 4.75002 -17.23171 18.29471 -0.62 -0.34 0.39
H 6.17134 -14.54045 18.04636 -0.21 -0.06 -0.36
H 4.77136 -14.73130 18.99073 -0.23 -0.25 0.45
H 3.27100 -14.89011 17.30580 -0.56 0.15 -0.07
H 4.43572 -15.37181 16.06696 -0.09 -0.08 0.33
H 5.55241 -13.11309 16.26993 -0.85 0.21 -0.28
H 4.18556 -12.68908 17.31791 0.16 0.95 0.53
H 4.03381 -10.97754 14.08716 -0.17 -0.21 1.00
H 4.72970 -10.96575 15.77012 -0.40 0.31 -0.12
H 1.88195 -10.19220 14.84534 -0.09 0.02 -0.35
H 2.60657 -9.67380 16.37524 0.38 -0.57 -0.59
H 0.62236 -11.58069 16.49911 0.33 0.05 -0.43
H 2.05203 -11.84453 17.45315 0.36 0.19 0.21
H 1.69095 -12.63795 14.54772 0.41 -0.21 0.30
H 1.89192 -13.90760 15.76371 0.34 1.16 0.26
H 3.59378 -12.98137 13.19438 -0.40 0.02 -0.11
H 3.74188 -14.49846 14.16557 0.26 0.39 -0.21
H 5.14638 -13.33697 13.93149 -0.55 -0.32 0.20
C 6.22978 -9.53792 25.37572 0.56 0.79 0.15
C 4.97901 -8.68863 25.08206 -0.20 -0.47 -0.88
C 3.70610 -9.38774 25.48382 -0.28 -2.04 0.83
C 2.43941 -8.68847 25.00135 0.02 0.39 1.42
N 1.15548 -9.41668 25.37246 -0.43 0.74 1.09
C -0.12486 -8.58726 25.17160 2.23 0.48 0.44
C -1.14054 -9.32374 25.93331 0.79 -1.24 0.05
C -0.46637 -9.58795 27.26079 0.81 1.68 -0.70
C 1.04534 -9.71291 26.87207 -0.24 1.72 0.49
C 1.11263 -10.69534 24.66712 3.75 0.18 -1.07
H 6.16291 -10.50502 24.88583 0.00 -0.15 -0.09
H 6.32316 -9.72878 26.47642 -0.07 0.22 -0.86
H 7.16659 -9.00617 25.02883 -0.99 -0.57 0.42
H 4.82899 -8.39601 24.03055 0.71 -0.24 -0.01
H 5.00800 -7.77431 25.61998 0.30 1.06 0.54
H 3.72611 -9.44987 26.58461 -0.32 0.14 -0.17
H 3.74419 -10.47837 25.19112 0.08 1.09 -0.13
H 2.45000 -8.56444 23.93008 -0.16 0.09 -0.40
H 2.39638 -7.70629 25.51914 -0.20 -0.39 -0.55
H -0.27596 -8.40344 24.14604 -0.31 -0.04 -1.22
H 0.11777 -7.63968 25.67831 -0.19 -0.14 -0.18
H -1.41717 -10.24339 25.47769 -0.27 -0.74 -0.73
H -1.98720 -8.74212 25.95247 -2.16 1.27 0.51
H -0.81742 -10.41234 27.78782 -0.63 -1.63 0.70
H -0.70670 -8.70994 27.88285 0.79 -0.29 0.04
H 1.52954 -10.65228 26.98918 0.10 -0.72 0.58
H 1.59111 -8.93094 27.43190 0.05 -0.48 -0.48
H 0.26841 -11.24912 24.85591 -1.93 -1.13 0.44
H 2.05832 -11.24509 24.93688 -1.18 0.16 0.05
H 1.26939 -10.50639 23.61267 -0.57 0.11 -0.36
C 10.03844 -9.36715 22.60766 2.92 -0.36 -0.58
C 10.48582 -10.21514 23.81564 -0.05 -0.76 -0.43
C 10.40594 -11.75930 23.50630 2.09 0.55 0.35
C 11.11592 -12.10662 22.17918 0.52 0.62 0.11
N 11.34326 -13.57536 21.88214 -1.50 0.20 0.83
C 12.32458 -14.25407 22.79057 -0.93 -0.34 -0.08
C 12.65770 -15.50956 22.00832 0.66 -1.25 1.94
C 12.84257 -14.98840 20.60176 0.26 -0.80 0.01
C 11.95166 -13.74568 20.54264 2.24 0.30 -0.06
C 10.04717 -14.37824 22.02563 0.01 0.34 -2.68
C 8.97715 -13.91600 20.99659 -0.50 -0.43 2.57
C 7.77240 -14.88173 21.16948 1.26 -0.49 -0.25
H 10.86128 -9.38152 21.77759 -1.52 0.06 1.34
H 9.96202 -8.34838 22.93717 -0.26 0.55 -0.10
H 9.12583 -9.72231 22.19181 -0.87 -0.17 -0.33
H 9.79058 -9.99634 24.64477 0.44 -0.24 -0.15
H 11.51808 -9.96386 24.13419 -0.61 0.01 -0.17
H 9.38575 -12.02642 23.49614 -1.26 -0.53 -0.19
H 10.90590 -12.31880 24.32668 -0.37 0.32 -0.31
H 12.13119 -11.67230 22.11067 -0.39 -0.08 0.41
H 10.58957 -11.64977 21.33916 -0.13 -0.41 -0.03
H 11.82602 -14.35714 23.72495 -0.44 -0.65 0.76
H 13.13032 -13.62053 23.02711 1.32 0.95 -0.38
H 11.83805 -16.23929 22.18695 0.68 0.34 -0.58
H 13.55160 -16.01806 22.44394 -0.52 0.53 -0.51
H 12.57079 -15.71292 19.85755 -0.11 -0.40 -0.33
H 13.92066 -14.77204 20.46000 -0.75 0.21 -0.10
H 11.29907 -13.69834 19.69629 -0.54 0.14 -0.04
H 12.70686 -12.96743 20.49740 -0.47 0.72 -0.36
H 9.68114 -14.42285 23.03025 0.02 0.52 0.65
H 10.35205 -15.37238 21.74540 -0.25 -0.32 0.00
H 9.40354 -13.83834 20.03379 0.12 -0.28 -1.17
H 8.68470 -12.90842 21.29159 -0.32 0.06 -0.12
H 6.87950 -14.54675 20.67104 -0.29 0.09 -0.16
H 7.60746 -14.99382 22.22561 -0.55 0.37 0.61
H 8.00609 -15.93077 20.89662 0.02 0.63 -0.47
C 10.14332 -11.68186 28.18766 0.61 -0.83 -0.04
C 9.10111 -12.53712 27.50364 -2.05 -0.65 0.24
C 9.02877 -14.09047 27.83978 -0.97 1.00 -0.62
C 8.79033 -14.59580 29.26204 2.31 0.38 0.79
N 7.44506 -14.70353 29.80427 -0.69 -0.02 0.47
C 6.71553 -13.39313 29.81391 0.51 1.30 -0.04
C 5.76953 -13.41294 31.02082 -0.18 -1.22 0.53
C 6.23470 -14.64602 31.88816 0.15 0.13 -1.64
C 7.58651 -15.06893 31.28676 -1.55 0.95 0.13
C 6.63482 -15.67479 28.94434 -1.75 0.13 1.58
C 7.03483 -17.11736 29.03132 -1.17 -1.03 -1.47
C 6.31352 -17.85562 27.80498 0.89 -0.65 1.97
H 10.10118 -10.68257 27.75726 -0.20 0.22 0.50
H 11.17742 -12.03105 27.93923 -0.73 0.01 0.51
H 9.96356 -11.72151 29.27049 0.44 0.53 -0.20
H 9.31925 -12.50857 26.44637 -0.18 -0.07 -0.53
H 8.05070 -12.08214 27.60639 1.47 -0.62 -0.11
H 9.98266 -14.47638 27.54460 0.73 -0.45 -0.02
H 8.29449 -14.55420 27.13651 0.43 0.47 0.53
H 9.36386 -14.00322 30.04264 -0.47 -0.45 -1.16
H 9.16182 -15.62267 29.37494 0.29 0.32 -0.33
H 6.28471 -13.35670 28.79731 -0.11 0.60 0.48
H 7.45559 -12.54473 29.97611 -0.63 -1.22 -0.49
H 4.71097 -13.51295 30.73906 0.39 0.06 0.08
H 5.86688 -12.55949 31.68451 0.03 0.42 -0.49
H 5.58706 -15.47641 31.74590 -0.94 -0.59 0.11
H 6.26383 -14.39308 32.92693 0.26 -0.03 0.57
H 7.84511 -16.10481 31.44824 0.16 -0.16 -0.21
H 8.30732 -14.39281 31.71867 0.70 -0.04 -0.25
H 6.53126 -15.28468 27.95345 0.73 0.49 -0.71
H 5.54871 -15.59310 29.25840 1.17 -0.03 0.18
H 6.61367 -17.54792 29.92868 0.06 -0.21 0.36
H 8.08444 -17.34040 29.03232 0.61 0.18 -0.16
H 6.60836 -18.93476 27.76537 0.03 1.03 -0.17
H 6.45839 -17.33649 26.87107 0.13 0.01 -0.29
H 5.27309 -17.87773 28.08004 -0.62 0.14 -0.30
C 3.59239 -10.94350 20.94307 -0.69 -0.94 -0.44
C 3.81381 -11.71544 19.63443 -1.52 -0.73 1.05
O 3.32456 -12.89223 19.59828 0.43 0.32 0.00
O 4.36144 -11.12254 18.71527 0.89 0.75 -1.38
H 3.90322 -9.93202 20.80707 0.12 0.70 0.03
H 4.21184 -11.42586 21.67801 0.14 -0.14 0.72
H 2.51628 -11.03255 21.19732 0.69 0.22 0.06
C 3.87985 -12.53410 27.38685 -0.57 0.12 -1.20
C 4.80925 -13.09655 26.20295 0.37 1.24 -0.48
O 5.90285 -13.61849 26.55274 -0.72 -0.22 0.39
O 4.51189 -12.74758 25.01867 -0.52 -0.53 1.38
H 4.44217 -11.63111 27.70493 -0.68 -0.13 -0.23
H 3.79790 -13.14172 28.29178 0.12 -0.34 -0.29
H 2.80285 -12.30210 27.01963 1.93 -0.21 0.57
As -1.30449 -10.42920 21.08854 -0.33 -1.12 0.04
F -0.80973 -9.15418 22.23371 -0.10 -0.43 -0.59
F 0.33915 -10.57573 20.53803 0.09 0.20 -0.02
F -1.82084 -11.70327 19.99453 0.55 0.53 0.53
F -2.93221 -10.30293 21.63771 0.52 0.14 0.16
F -1.54525 -9.23984 19.84645 -0.18 0.19 0.11
F -0.86945 -11.64784 22.31357 -0.47 0.50 -0.19
```
Forces are in eV/Å.